Run 1
Computed, not measured: a single C5H8N4 molecule, with ωB97M-V with the def2-TZVPD basis set.

Atoms and positions in Å:
1 C 0.5036 0.0180 2.3375
2 C 1.5326 0.0654 1.3598
3 C 0.9563 0.2371 -0.0418
4 N 1.3178 -0.0258 -1.3110
5 C 0.1535 -0.4069 -2.1535
6 C -1.0733 -0.9703 -1.3571
7 N -1.5325 0.2483 -0.5909
8 N -0.4501 0.5325 0.2979
9 N -0.6564 0.5807 1.7740
10 H 0.5615 -0.0580 3.3572
11 H 2.4651 -0.1164 1.7849
12 H 0.4238 -1.2568 -2.6921
13 H -0.6206 0.3817 -2.8518
14 H -0.8248 -1.8054 -0.5006
15 H -1.8626 -1.0254 -2.1118
16 H -1.8776 1.0515 -1.0191
17 H -1.4525 -0.1805 1.9739

HOMO level, eV: -8.057
E_LUMO, eV: 0.8

=====

Run 2
Computed, not measured: a single C5H8N4 molecule, with ωB97M-V with the def2-TZVPD basis set.

Atoms and positions in Å:
1 C 1.2633 -0.8490 -0.4705
2 C 0.6319 -0.0597 0.6984
3 N 0.7512 1.3793 0.5480
4 N -0.3706 1.9053 -0.1538
5 C -1.4250 0.9274 0.0740
6 C -2.8148 0.7834 -0.2577
7 N -3.1504 -0.5025 -0.0231
8 N -2.0749 -1.1815 0.3053
9 C -0.9976 -0.3244 0.4298
10 H 1.0808 -0.4015 -1.3602
11 H 1.0701 -1.9271 -0.2571
12 H 2.4084 -0.6819 -0.2331
13 H 1.0307 -0.5460 1.6936
14 H 0.7069 1.7966 1.4718
15 H 0.0238 1.9210 -1.0721
16 H -3.5602 1.5518 -0.6095
17 H -1.9273 -2.1801 0.3881

HOMO level, eV: -8.504
E_LUMO, eV: 0.8

=====

Short version: run 2 is the most stable of them.

=====

Run 1
Computed, not measured: 2 unconnected molecules or ions with the total composition C3H11N2O, with ωB97M-V with the def2-TZVPD basis set.

Atoms and positions in Å:
1 C 0.2322 0.5907 -1.9648
2 C 1.6438 0.3801 -1.3730
3 N 1.5589 0.4677 0.1020
4 C 1.7591 -0.3630 1.1554
5 N 1.1183 -0.0996 2.3613
6 H 0.2754 1.2022 -2.8654
7 H -0.2982 -0.3470 -2.1087
8 H -0.2881 1.1170 -1.1597
9 H 2.0467 -0.6133 -1.6005
10 H 2.2367 1.2376 -1.6746
11 H 1.3090 1.4220 0.3517
12 H 2.4636 -1.1798 1.0990
13 H 1.6820 -0.4791 3.0998
14 H 0.1303 -0.2359 2.5552
15 H -5.2040 0.0092 -0.4714
16 H -5.1849 -1.3642 -0.7914
17 O -4.9428 -0.8125 -0.0277

Multiplicity: 2
<S²>: 0.7538
HOMO level (spin up / spin down), eV: -5.057 / -8.740
E_LUMO (spin up / spin down), eV: 0.9 / 0.8

=====

Run 2
Computed, not measured: 2 unconnected molecules or ions with the total composition C3H11N2O, with ωB97M-V with the def2-TZVPD basis set.

Atoms and positions in Å:
1 C -1.7749 -0.2335 1.4237
2 C -0.8182 0.0641 0.2714
3 C -0.8235 0.6009 -0.9717
4 N -1.5617 -0.0976 -1.9871
5 N 0.7900 -0.1537 0.8112
6 H -2.8458 -0.2028 0.8648
7 H -1.6605 -1.2509 1.9122
8 H -1.8089 0.5914 2.1155
9 H -0.1746 1.3947 -1.3644
10 H -2.1955 -0.8080 -1.5084
11 H -2.0226 0.3814 -2.6744
12 H 1.0909 0.5506 1.4640
13 H 0.9242 -0.9925 1.3120
14 H 1.4998 -0.0351 0.1033
15 H 4.3329 0.6061 -0.2608
16 H 3.6086 -0.5242 -1.0987
17 O 3.4399 0.1091 -0.4125

Multiplicity: 2
<S²>: 0.7579
HOMO level (spin up / spin down), eV: -3.911 / -6.075
E_LUMO (spin up / spin down), eV: 0.3 / 0.3

=====

Short version: run 1 is the most stable of them.

=====

Run 1
Computed, not measured: a single Cl2HNS molecule, with ωB97M-V with the def2-TZVPD basis set.

Atoms and positions in Å:
1 N 0.4864 0.2236 -0.2067
2 S 1.7152 0.0469 0.6126
3 Cl 3.2561 1.4763 -0.1616
4 Cl 2.8826 -1.6200 -0.1709
5 H -0.0604 -0.4221 -0.6019

HOMO level, eV: -10.340
E_LUMO, eV: -1.3

=====

Run 2
Computed, not measured: 2 unconnected molecules or ions with the total composition Cl2HNS, with ωB97M-V with the def2-TZVPD basis set.

Atoms and positions in Å:
1 N 0.1345 0.2552 -0.5751
2 S -0.8534 0.8656 0.4684
3 Cl 1.8507 0.5265 -0.7810
4 Cl -0.4649 -1.3448 -1.2461
5 H -0.6669 -0.3024 2.1337

HOMO level, eV: -9.488
E_LUMO, eV: -1.3

=====

Short version: run 1 is the most stable of them.

=====

Run 1
Computed, not measured: a single C4H4O2 molecule, with ωB97M-V with the def2-TZVPD basis set.

Atoms and positions in Å:
1 C 1.3536 0.0480 -0.0892
2 C 0.4655 -0.9016 -0.1791
3 C 1.2819 1.3955 0.3130
4 C -1.6935 0.0123 0.1380
5 O -0.8553 -0.9914 0.1292
6 O -1.5563 1.1255 -0.2064
7 H 2.4029 -0.4020 -0.2927
8 H 0.7474 -1.8745 -0.2732
9 H 0.4589 1.9473 -0.1475
10 H -2.6051 -0.3590 0.6079

Multiplicity: 3
<S²>: 2.0303
HOMO level (spin up / spin down), eV: -8.136 / -10.639
E_LUMO (spin up / spin down), eV: 0.9 / -0.9

=====

Run 2
Computed, not measured: a single C4H4O2 molecule, with ωB97M-V with the def2-TZVPD basis set.

Atoms and positions in Å:
1 C -1.4536 -0.4215 0.6299
2 C -0.8725 0.2471 -0.4181
3 C 1.6137 -0.2188 0.0598
4 C 0.5728 0.7131 -0.5087
5 O 1.5784 -1.3705 -0.2493
6 O 0.9796 1.6584 -1.1403
7 H -2.4239 -0.7584 0.7622
8 H -0.9032 -0.6505 1.4850
9 H -1.6057 0.6521 -1.2497
10 H 2.5144 0.1489 0.6292

Multiplicity: 3
<S²>: 2.0192
HOMO level (spin up / spin down), eV: -6.977 / -10.467
E_LUMO (spin up / spin down), eV: 0.2 / -3.2

=====

Short version: run 2 is the most stable of them.

=====

Run 1
Computed, not measured: 5 unconnected molecules or ions with the total composition C20H55N5O5, with ωB97M-V with the def2-TZVPD basis set.

Atoms and positions in Å:
1 C 2.7648 3.4172 0.7857
2 O 3.2212 3.7939 -0.4886
3 C 3.5685 2.7769 -1.3940
4 C 4.3191 3.3911 -2.5479
5 C 4.7065 2.3488 -3.5740
6 N 5.5018 4.1106 -2.0893
7 H 1.7693 2.9724 0.7318
8 H 2.6814 4.3535 1.3386
9 H 3.4546 2.7740 1.3435
10 H 4.2302 2.0516 -0.8910
11 H 2.6901 2.2227 -1.7501
12 H 3.6161 4.0780 -3.0477
13 H 3.8662 1.9675 -4.1632
14 H 5.2181 1.4914 -3.1290
15 H 5.3878 2.7475 -4.3286
16 H 5.6900 4.9317 -2.6484
17 H 5.3483 4.4562 -1.1486
18 C -1.9763 3.2128 7.2848
19 O -2.1503 3.5829 5.9421
20 C -3.2745 2.9952 5.3444
21 C -2.9937 2.7628 3.8712
22 C -4.2595 2.5482 3.0633
23 N -2.1197 1.5842 3.7377
24 H -1.8259 2.1321 7.3897
25 H -2.8040 3.5044 7.9429
26 H -1.0821 3.7153 7.6542
27 H -3.5431 1.9959 5.7232
28 H -4.1981 3.5722 5.5032
29 H -2.5146 3.6791 3.4887
30 H -4.0870 2.3718 2.0000
31 H -4.8645 3.4580 3.1219
32 H -4.8479 1.7065 3.4360
33 H -1.8964 1.4834 2.7416
34 H -1.2196 1.8242 4.1483
35 C 1.9383 -3.7608 -0.1510
36 O 2.4774 -4.1510 1.0834
37 C 1.5166 -4.1814 2.1164
38 C 1.6985 -5.4536 2.9565
39 C 0.8133 -5.4473 4.1869
40 N 3.0891 -5.6675 3.3424
41 H 1.2223 -4.5519 -0.4343
42 H 2.6566 -3.6475 -0.9558
43 H 1.3019 -2.8682 -0.0874
44 H 1.6803 -3.3279 2.7919
45 H 0.4940 -4.1407 1.7282
46 H 1.4412 -6.2799 2.2831
47 H -0.2493 -5.3195 3.9939
48 H 1.2284 -4.6912 4.8584
49 H 0.9356 -6.4047 4.6954
50 H 3.6317 -5.8899 2.5177
51 H 3.5029 -4.8236 3.7261
52 C -0.8431 -2.7759 -6.9850
53 O -1.3758 -2.4568 -5.7162
54 C -2.5453 -3.1600 -5.3887
55 C -2.9456 -2.8234 -3.9801
56 C -1.7993 -2.9947 -2.9935
57 N -4.0328 -3.7018 -3.5477
58 H -1.2487 -3.6994 -7.4052
59 H 0.2248 -2.9817 -6.8562
60 H -0.9565 -1.9290 -7.6625
61 H -3.3481 -2.8502 -6.0831
62 H -2.4779 -4.2468 -5.5378
63 H -3.2040 -1.7540 -3.9503
64 H -1.0093 -2.2692 -3.1923
65 H -1.3327 -3.9811 -3.0325
66 H -2.1249 -2.8207 -1.9655
67 H -4.3676 -3.4548 -2.6267
68 H -4.8119 -3.6458 -4.1937
69 C 0.1628 4.4188 -1.3453
70 O -0.1732 3.3133 -0.4938
71 C -0.3832 2.1180 -1.2167
72 C -0.4498 0.9672 -0.2481
73 C -0.8863 -0.3286 -0.8956
74 N -1.3675 1.2569 0.8751
75 H -0.8182 4.6695 -1.7676
76 H 0.8613 4.1681 -2.1430
77 H 0.5348 5.2099 -0.7041
78 H -1.3101 2.2112 -1.8119
79 H 0.4052 1.9821 -1.9714
80 H 0.5436 0.8485 0.1953
81 H -1.0330 -1.0549 -0.0863
82 H -0.1559 -0.8194 -1.5349
83 H -1.8769 -0.2424 -1.3475
84 H -1.2875 2.2611 1.0381
85 H -2.3232 1.1588 0.5304

HOMO level, eV: -8.949
E_LUMO, eV: 0.5

=====

Run 2
Computed, not measured: 5 unconnected molecules or ions with the total composition C20H55N5O5, with ωB97M-V with the def2-TZVPD basis set.

Atoms and positions in Å:
1 C -17.5441 11.8334 6.8818
2 O -16.5248 12.8064 6.7553
3 C -15.7884 12.9527 7.9621
4 C -14.7732 14.0683 7.8090
5 C -13.8706 14.0948 9.0416
6 N -15.4266 15.3910 7.7190
7 H -18.1075 11.9186 5.9544
8 H -18.1563 12.0712 7.7576
9 H -17.1834 10.8046 6.9771
10 H -16.5111 13.1515 8.7667
11 H -15.2829 12.0045 8.1989
12 H -14.2626 13.9554 6.8508
13 H -14.4952 14.1774 9.9328
14 H -13.1779 14.9341 9.0774
15 H -13.2574 13.1904 9.0500
16 H -16.1958 15.3085 7.0469
17 H -15.9615 15.5684 8.5722
18 C -26.6559 10.9185 3.3645
19 O -27.7962 11.7154 3.0966
20 C -28.7782 11.6312 4.1340
21 C -29.7613 10.4703 3.9875
22 C -30.6195 10.6248 2.7209
23 N -30.6706 10.4649 5.1379
24 H -26.5047 10.8357 4.4454
25 H -25.7354 11.3729 2.9925
26 H -26.7231 9.9288 2.9075
27 H -28.2786 11.5914 5.1070
28 H -29.3044 12.5834 4.0422
29 H -29.2724 9.4990 3.9048
30 H -31.0946 9.6577 2.5598
31 H -29.9938 10.8733 1.8640
32 H -31.3701 11.4077 2.8304
33 H -31.4023 11.1550 5.0439
34 H -30.1645 10.6438 5.9974
35 C -24.1676 10.2678 6.7304
36 O -23.0730 10.3489 7.5985
37 C -22.0634 11.3285 7.3791
38 C -22.4476 12.7571 7.7364
39 C -21.2909 13.6913 7.4207
40 N -22.6721 12.7968 9.1961
41 H -24.7849 11.1677 6.6290
42 H -24.7932 9.3979 6.8985
43 H -23.7885 10.1665 5.7006
44 H -21.2480 10.9042 7.9688
45 H -21.8012 11.1968 6.3116
46 H -23.3647 12.9738 7.1906
47 H -21.5014 14.6188 7.9580
48 H -21.0913 13.9162 6.3719
49 H -20.2976 13.3927 7.7717
50 H -21.8028 12.7110 9.7014
51 H -23.2986 12.0375 9.4313
52 C -24.6672 7.3162 4.0998
53 O -23.9930 8.1869 3.2262
54 C -22.8736 7.6442 2.5378
55 C -21.6562 7.6121 3.4555
56 C -21.4672 9.0405 4.0067
57 N -20.4701 7.0644 2.8153
58 H -24.9800 6.4009 3.5922
59 H -25.5024 7.8499 4.5571
60 H -24.0317 7.1173 4.9765
61 H -23.1770 6.6816 2.1165
62 H -22.6597 8.3246 1.7121
63 H -21.9058 7.0596 4.3655
64 H -21.3391 9.8289 3.2542
65 H -20.4896 9.1669 4.4886
66 H -22.2769 9.2409 4.6998
67 H -20.3117 7.4870 1.9035
68 H -19.6594 7.3636 3.3487
69 C -19.6710 16.9676 6.8210
70 O -20.2611 18.1776 6.4259
71 C -19.4028 19.2730 6.6520
72 C -20.0718 20.5062 6.0434
73 C -20.4257 20.3570 4.5499
74 N -19.5189 21.8148 6.4485
75 H -20.2965 16.1197 6.5479
76 H -19.4151 16.9163 7.8832
77 H -18.7743 16.7854 6.2104
78 H -19.3596 19.4174 7.7366
79 H -18.3789 19.1805 6.2699
80 H -21.0538 20.4886 6.5351
81 H -21.3852 19.8578 4.4874
82 H -19.7083 19.6907 4.0604
83 H -20.3301 21.3390 4.0910
84 H -19.3059 21.7673 7.4416
85 H -18.6101 21.8666 5.9808

HOMO level, eV: -9.108
E_LUMO, eV: 0.5

=====

Short version: run 1 is the most stable of them.

=====

Run 1
Computed, not measured: 2 unconnected molecules or ions with the total composition C8H13NO, with ωB97M-V with the def2-TZVPD basis set.

Atoms and positions in Å:
1 C -2.4607 -1.4680 -0.5063
2 C -3.1324 -0.5029 0.4937
3 C -2.8702 0.8503 -0.0984
4 C -3.5973 1.7557 -0.6423
5 O -4.1239 2.5984 -1.2577
6 H -1.4193 -1.5245 -0.3578
7 H -2.6616 -1.0807 -1.5219
8 H -3.0494 -2.4388 -0.5346
9 H -2.6770 -0.6400 1.4641
10 H -4.1010 -0.6792 0.6583
11 H -1.9095 1.1277 0.0122
12 C 4.1114 0.8366 0.0017
13 C 3.0703 -0.2517 0.1170
14 C 1.6620 0.3404 0.1443
15 C 0.8091 -0.7180 0.5591
16 N 0.1163 -1.5894 0.8068
17 H 4.2188 1.2363 -0.9916
18 H 4.9980 0.4702 0.4057
19 H 3.9267 1.6867 0.6717
20 H 3.1677 -0.8853 -0.7341
21 H 3.1503 -0.8399 1.0575
22 H 1.5837 1.0367 1.0815
23 H 1.1880 0.6796 -0.8289

HOMO level, eV: -8.549
E_LUMO, eV: 0.6

=====

Run 2
Computed, not measured: 2 unconnected molecules or ions with the total composition C8H13NO, with ωB97M-V with the def2-TZVPD basis set.

Atoms and positions in Å:
1 C 0.2353 1.0019 2.7267
2 C -0.6605 1.9689 2.6453
3 C -0.6026 2.6852 1.3504
4 N 0.3399 1.8677 0.5808
5 C 0.8062 0.9699 1.3934
6 H 0.3322 0.4821 3.6256
7 H -1.2753 2.1815 3.5968
8 H -1.5235 2.6299 0.7857
9 H -0.3545 3.7061 1.3385
10 H 1.4697 0.2141 0.9289
11 C 0.9607 -2.3083 -0.8929
12 C -0.2812 -1.6302 -1.6442
13 C 0.3737 -0.6120 -2.6140
14 C -1.1894 -0.9754 -0.6190
15 O -1.2781 -1.1939 0.5766
16 H 0.8434 -3.2678 -0.2544
17 H 1.6873 -2.4801 -1.6586
18 H 1.2744 -1.5355 -0.1972
19 H -0.7507 -2.3443 -2.2526
20 H 0.8171 0.2160 -2.1063
21 H 1.2632 -1.1144 -3.1233
22 H -0.5013 -0.2013 -3.2204
23 H -1.9858 -0.2603 -0.9660

HOMO level, eV: -9.486
E_LUMO, eV: 0.9

=====

Short version: run 2 is the most stable of them.

=====

Run 1
Computed, not measured: 2 unconnected molecules or ions with the total composition C8H13NO, with ωB97M-V with the def2-TZVPD basis set.

Atoms and positions in Å:
1 C -1.1730 1.5782 0.9081
2 C -0.2187 1.1367 0.0998
3 C 1.3479 0.9673 0.7047
4 C 2.2414 0.4293 -0.3978
5 N 1.4088 0.1491 1.8551
6 H -1.1463 1.4062 1.9755
7 H -2.0764 2.0415 0.5411
8 H -0.2483 1.3635 -0.9594
9 H 1.6339 1.9928 0.9622
10 H 2.0116 -0.6127 -0.6011
11 H 3.2786 0.4977 -0.0719
12 H 2.1224 1.0039 -1.3138
13 H 0.9871 -0.7695 1.6591
14 H 0.9300 0.5670 2.6444
15 C 0.2512 -1.5607 -2.5558
16 C -0.2620 -1.4083 -1.4797
17 C -0.8751 -1.2515 -0.1724
18 C -2.3738 -1.0503 -0.2658
19 O -0.3418 -1.7158 0.8401
20 H 0.7162 -1.6933 -3.4929
21 H -2.8175 -1.9764 -0.6302
22 H -2.7784 -0.8359 0.7201
23 H -2.6177 -0.2587 -0.9695

HOMO level, eV: -8.700
E_LUMO, eV: -0.2

=====

Run 2
Computed, not measured: a single C8H13NO molecule, with ωB97M-V with the def2-TZVPD basis set.

Atoms and positions in Å:
1 C -0.7865 -0.1421 -1.1026
2 C -1.9679 0.4389 -1.4910
3 C -3.1327 1.7549 0.2289
4 C -3.6150 2.3329 1.3232
5 C 1.2299 -2.1337 -0.1235
6 C 2.2208 0.0366 -0.7709
7 C 1.6695 -0.2668 1.5704
8 C 1.2034 -0.6068 0.1337
9 N -0.1192 -0.0758 -0.0536
10 O -2.8722 1.2025 -0.8221
11 H -0.1939 -0.5042 -2.0375
12 H -2.4703 0.0962 -2.3558
13 H -4.2980 1.9066 1.9534
14 H -3.1760 3.3930 1.5325
15 H 2.1728 -2.4837 -0.4217
16 H 0.7180 -2.5018 0.7021
17 H 0.6128 -2.5445 -1.0593
18 H 3.1475 -0.2849 -0.4420
19 H 2.1982 1.0712 -0.7484
20 H 2.1357 -0.2350 -1.8182
21 H 0.8503 -0.2870 2.2172
22 H 2.4615 -0.9578 1.9304
23 H 2.0112 0.7916 1.6547

HOMO level (spin up / spin down), eV: -7.283 / -7.185
E_LUMO (spin up / spin down), eV: 0.1 / -0.1

=====

Short version: run 1 is the most stable of them.

=====

Run 1
Computed, not measured: 2 unconnected molecules or ions with the total composition C5H10O2S, with ωB97M-V with the def2-TZVPD basis set.

Atoms and positions in Å:
1 C -2.8112 0.9425 0.0316
2 C -2.5127 -0.4753 0.4791
3 C -1.4303 -1.1297 -0.3376
4 S -0.4721 -2.3559 0.1654
5 H -3.5572 1.3502 0.7048
6 H -3.1637 0.8065 -1.0663
7 H -1.8968 1.6502 0.1745
8 H -2.3755 -0.3962 1.5879
9 H -3.4819 -1.0321 0.3521
10 H -1.4504 -0.7471 -1.3107
11 C 4.0625 -0.2115 0.4492
12 O 3.2054 -0.9006 -0.5351
13 C 2.1795 -0.1893 -0.9860
14 O 1.8902 0.9256 -0.6745
15 H 5.1681 -0.6664 0.2999
16 H 4.0692 0.8135 0.1924
17 H 3.6177 -0.4165 1.3492
18 H 1.5203 -0.7685 -1.7477

HOMO level (spin up / spin down), eV: -8.779 / -8.779
E_LUMO (spin up / spin down), eV: -0.3 / -0.3

=====

Run 2
Computed, not measured: a single C5H10O2S molecule, with ωB97M-V with the def2-TZVPD basis set.

Atoms and positions in Å:
1 C -2.6287 -0.5349 -0.4127
2 C -1.4177 0.3213 -0.4257
3 O -1.3877 1.4441 -1.2579
4 C -0.7516 0.7026 0.8610
5 C -0.1114 -0.3822 -0.0591
6 O -0.1778 -1.6610 0.3855
7 C 1.2492 0.0886 -0.5071
8 S 2.5453 0.0007 0.6732
9 H -3.6400 -0.2135 -0.1900
10 H -2.3912 -1.4273 0.2801
11 H -2.7123 -1.1366 -1.3869
12 H -1.6832 1.1734 -2.1097
13 H -0.0929 1.5765 0.8231
14 H -1.3030 0.4040 1.7511
15 H 0.1535 -1.7249 1.4783
16 H 1.1956 1.0170 -0.9532
17 H 1.6062 -0.5710 -1.4066
18 H 2.6281 1.4548 1.1832

HOMO level, eV: -9.142
E_LUMO, eV: 0.6

=====

Short version: run 1 is the most stable of them.